(1)
This record from the OMol25 dataset describes C10H19N2O2S as an isolated structure. The level of theory is ωB97M-V/def2-TZVPD.

Its charge is +1. For the HOMO energy, the calculation gives -13.09 eV. Its HOMO-LUMO gap is 8.91 eV.

Element x y z (Å)
1 C 1.051 0.405 0.850
2 C 1.869 -0.865 0.923
3 C 1.419 1.770 1.205
4 C 1.903 -1.206 -0.579
5 C 1.781 1.245 -1.344
6 C 1.043 -0.111 -1.232
7 C -3.019 -2.404 0.155
8 C 3.646 1.488 0.246
9 C -3.567 -0.983 -0.216
10 C -2.578 -0.066 -0.952
11 N 2.245 1.676 -0.035
12 N 0.121 0.230 -0.127
13 O -1.830 2.500 -0.676
14 O -2.106 1.234 1.440
15 S -1.809 1.262 0.039
16 H 2.763 -0.967 1.531
17 H 1.111 -1.532 1.480
18 H 0.650 2.477 1.234
19 H 2.133 1.883 2.002
20 H 3.003 -1.464 -0.993
21 H 1.360 -2.175 -0.559
22 H 2.710 1.185 -1.973
23 H 1.004 1.931 -1.824
24 H 0.514 -0.397 -2.189
25 H -1.920 -2.259 0.311
26 H -3.538 -2.869 1.044
27 H -3.188 -3.101 -0.703
28 H 3.853 1.385 1.268
29 H 4.235 0.852 -0.457
30 H 4.225 2.551 0.017
31 H -4.001 -0.588 0.627
32 H -4.479 -0.973 -0.716
33 H -1.726 -0.737 -1.166
34 H -2.957 0.380 -1.864

=====

(2)
This record from the OMol25 dataset describes C17H30BiN10O5S as an isolated structure. The level of theory is ωB97M-V/def2-TZVPD.

Its charge is +1. For the HOMO energy, the calculation gives -11.06 eV. Its HOMO-LUMO gap is 8.35 eV.

Element x y z (Å)
1 Bi -0.080 0.168 -0.996
2 N -0.970 -3.434 -0.475
3 C -2.112 -2.790 -0.146
4 N -3.194 -3.539 0.007
5 C -4.288 -2.867 0.369
6 N -5.415 -3.559 0.549
7 N -4.349 -1.533 0.568
8 C -3.218 -0.892 0.383
9 N -2.051 -1.453 0.027
10 C -3.246 0.589 0.588
11 C -4.434 1.235 0.895
12 C -4.407 2.610 1.072
13 C -3.208 3.287 0.934
14 C -2.069 2.563 0.618
15 N -2.090 1.243 0.459
16 H -1.044 -4.406 -0.724
17 H -0.169 -2.919 -0.791
18 H -5.420 -4.550 0.391
19 H -6.259 -3.074 0.797
20 H -5.344 0.663 0.988
21 H -5.316 3.146 1.310
22 H -3.151 4.360 1.057
23 H -1.108 3.042 0.462
24 N -0.467 2.558 -4.174
25 C -0.974 1.634 -3.382
26 O -1.154 1.873 -2.162
27 C -1.324 0.257 -3.887
28 C -0.603 -0.793 -3.031
29 H -0.004 3.348 -3.736
30 H -0.234 2.336 -5.127
31 H -1.113 0.147 -4.952
32 H -2.404 0.163 -3.750
33 H 0.369 -1.027 -3.464
34 H -1.187 -1.708 -2.952
35 N 3.254 1.611 1.342
36 C 4.011 0.501 2.005
37 C 3.237 -0.031 3.207
38 C 1.961 -0.785 2.827
39 N 0.952 0.173 2.348
40 C 2.248 -1.867 1.779
41 C 3.157 -1.504 0.588
42 N 2.450 -0.924 -0.585
43 C 4.346 -0.631 1.035
44 H 3.367 2.488 1.845
45 H 2.241 1.394 1.332
46 H 3.510 1.804 0.314
47 H 4.949 0.940 2.345
48 H 3.003 0.778 3.905
49 H 3.898 -0.718 3.740
50 H 1.605 -1.302 3.726
51 H 0.673 0.792 3.104
52 H 0.106 -0.313 2.067
53 H 1.304 -2.274 1.404
54 H 2.738 -2.687 2.310
55 H 3.580 -2.453 0.254
56 H 2.668 -1.467 -1.415
57 H 2.828 -0.006 -0.822
58 H 4.864 -0.238 0.158
59 H 5.061 -1.268 1.562
60 O 1.484 1.077 -2.347
61 S 2.021 2.331 -1.631
62 O 1.934 3.462 -2.513
63 O 1.181 2.446 -0.404
64 O 3.406 1.990 -1.207

=====

(3)
This record from the OMol25 dataset describes one molecule with the formula C3H4N2S. The level of theory is ωB97M-V/def2-TZVPD.

For the HOMO energy, the calculation gives -8.45 eV. Its HOMO-LUMO gap is 9.27 eV. The structure (SMILES) is Sc1cc[nH]n1.

Element x y z (Å)
1 S -0.406 0.811 -2.472
2 C -0.162 0.250 -0.845
3 C -0.462 -0.970 -0.201
4 C 0.211 -0.913 1.023
5 N 0.479 0.375 1.116
6 N 0.366 1.088 0.055
7 H -0.350 2.252 -2.132
8 H -0.916 -1.963 -0.431
9 H 0.102 -1.528 1.885
10 H 1.139 0.597 2.002

=====

(4)
This record from the OMol25 dataset describes a 2-piece molecular cluster, C4H8NO2S overall. The level of theory is ωB97M-V/def2-TZVPD.

Its expectation value of S² is 0.75. The multiplicity is 2. Its charge is -2. For the HOMO energy (alpha / beta), the calculation gives 2.50 / -0.54 eV. Its HOMO-LUMO gap (alpha / beta) is 1.94 / 4.98 eV.

Element x y z (Å)
1 O -0.040 -0.997 3.511
2 C -0.122 -0.833 2.257
3 N 0.451 -1.546 1.391
4 C 3.078 -0.760 -5.619
5 O 2.426 -1.381 -6.511
6 C -0.887 0.395 1.492
7 C -1.894 1.088 2.347
8 S -3.023 2.404 1.593
9 H 0.949 -2.371 1.793
10 H 3.123 -1.423 -4.599
11 H 3.728 0.020 -5.765
12 H -0.092 1.073 1.076
13 H -1.142 0.035 0.579
14 H -2.686 0.268 2.603
15 H -1.569 1.403 3.292
16 H -2.299 2.626 0.559

=====

(5)
This record from the OMol25 dataset describes a 2-piece molecular cluster, C5H13ISi overall. The level of theory is ωB97M-V/def2-TZVPD.

For the HOMO energy, the calculation gives -9.86 eV. Its HOMO-LUMO gap is 10.53 eV. The structure (SMILES) is C=C[Si](C)(C)C.I.

Element x y z (Å)
1 C -0.237 2.672 0.249
2 C -0.252 1.509 0.879
3 Si -0.598 -0.180 0.095
4 C -2.326 -0.800 0.629
5 C 0.731 -1.406 0.718
6 C -0.505 -0.073 -1.807
7 H -0.036 3.606 0.754
8 H -0.420 2.746 -0.810
9 H -0.059 1.510 1.947
10 H -2.605 -1.703 0.093
11 H -2.352 -1.029 1.691
12 H -3.097 -0.056 0.438
13 H 0.497 -1.770 1.715
14 H 0.808 -2.270 0.065
15 H 1.711 -0.937 0.764
16 H 0.426 0.387 -2.123
17 H -0.556 -1.060 -2.259
18 H -1.319 0.515 -2.216
19 I 5.116 -0.120 -0.077
20 H 5.074 -1.541 -0.744

=====

The E results, record by record, are as follows: -1050.17833 -2202.34324 -624.34839 -760.50106 -785.48739 a.u..
The strongest force on any atom results, record by record, are as follows: 5.40 0.48 8.01 5.43 0.84 eV Å⁻¹.
The ΔE to the lowest compared entry with this formula, charge and spin results, record by record, are as follows: 135.71 0.00 48.57 36.33 10.12 kcal per mole.